Entry 1:
{"formula": "C6H10O3S2", "method": "ωB97M-V with the def2-TZVPD basis set", "elements": ["C", "C", "C", "C", "C", "C", "O", "O", "O", "S", "S", "H", "H", "H", "H", "H", "H", "H", "H", "H", "H"], "coordinates": [[-0.85213, 0.03269, 0.49325], [0.39848, 0.43186, 0.70764], [-0.15078, -0.89218, -1.85561], [1.37893, -0.65951, -1.71325], [-2.13760, 0.48969, 0.92085], [0.79232, 1.62437, 1.57160], [-2.37918, -1.84688, -0.46075], [1.48184, -1.88359, 0.43480], [2.95120, 0.07240, 0.30951], [-0.97064, -1.62063, -0.20454], [1.70855, -0.50510, 0.04701], [-0.89362, -0.15424, -2.01530], [-0.40355, -1.65416, -2.44722], [1.88474, -1.50164, -1.99421], [1.70990, 0.20386, -2.31545], [-2.32327, 1.46368, 0.45462], [-2.23828, 0.83895, 2.01120], [-2.96591, -0.35487, 0.60628], [0.99388, 1.36134, 2.54659], [0.26402, 2.56496, 1.51618], [1.75113, 1.98899, 1.38680]], "e_tot_ha": -1256.574252, "spin_multiplicity": 1, "gap_ev": 9.3, "e_above_lowest_kcal_mol": 62.6, "homo_ha": -0.335, "largest_force_ha_per_bohr": 0.0855}

***

Entry 2:
{"formula": "C5H14N3", "method": "ωB97M-V with the def2-TZVPD basis set", "elements": ["C", "C", "N", "C", "H", "H", "H", "H", "H", "H", "H", "C", "C", "N", "N", "H", "H", "H", "H", "H", "H", "H"], "coordinates": [[-2.51270, 1.49844, -2.91957], [-2.01731, 1.63913, -1.69188], [-0.68010, 1.87500, -1.37813], [-0.16363, 1.07773, -0.27174], [-1.89116, 1.62356, -3.79827], [-3.56059, 1.28207, -3.06453], [-2.67551, 1.61703, -0.82911], [-0.06638, 1.81642, -2.17862], [0.88821, 1.31545, -0.10976], [-0.75147, 1.31277, 0.61472], [-0.22343, -0.00294, -0.45889], [1.67513, -1.01445, 1.55397], [1.04024, -2.15219, 1.27701], [1.57231, -3.15466, 0.49244], [1.01029, 0.00695, 2.39582], [2.57598, -0.67501, 1.07140], [0.02322, -2.31188, 1.60891], [0.92083, -3.77225, 0.03353], [2.33660, -2.88935, -0.11359], [1.32933, 0.97328, 2.13163], [1.19845, -0.09446, 3.41098], [-0.02833, 0.02935, 2.22368]], "e_tot_ha": -362.989244, "spin_multiplicity": 2, "gap_ev": [4.2, 8.8], "e_above_lowest_kcal_mol": 58.8, "homo_ha": [-0.129, -0.303], "largest_force_ha_per_bohr": 0.0128}

***

Entry 3:
{"formula": "C15H23N2O7PTi", "method": "ωB97M-V with the def2-TZVPD basis set", "elements": ["C", "C", "C", "C", "C", "N", "C", "C", "C", "C", "O", "C", "O", "C", "C", "N", "C", "C", "C", "O", "O", "P", "O", "O", "O", "H", "H", "H", "H", "H", "H", "H", "H", "H", "H", "H", "H", "H", "H", "H", "H", "H", "H", "H", "H", "H", "H", "H", "Ti"], "coordinates": [[-1.55447, -2.83883, 1.40651], [-1.97136, -1.38553, 1.04744], [-0.88489, -0.26430, 0.92856], [0.60701, -0.62217, 0.66894], [1.23625, -1.48523, 1.79563], [1.53248, -2.16314, 2.64600], [1.39844, 0.74867, 0.88866], [1.48929, 1.20687, 2.41353], [1.40900, 2.78319, 2.46803], [0.00354, 3.29545, 2.01893], [0.02519, 3.84941, 0.66114], [-0.89304, 3.23619, -0.12017], [-0.61144, 3.01698, -1.27020], [0.96069, -1.32830, -0.71484], [1.61148, -2.69426, -0.40434], [2.08114, -3.70323, -0.22519], [-0.21649, -1.69494, -1.68927], [-0.85104, -0.46619, -2.46497], [-2.36963, -0.63082, -2.69332], [-2.78186, -1.40117, -3.62805], [-3.29620, -0.00989, -2.02211], [2.23037, -0.47391, -1.81232], [2.34793, -1.14385, -3.13574], [1.93466, 1.10886, -2.10854], [3.68433, -0.70499, -1.07995], [-0.65047, -3.24028, 0.89851], [-2.38552, -3.55314, 1.18817], [-1.38211, -2.90188, 2.50725], [-2.54050, -1.42873, 0.07481], [-2.74214, -1.06108, 1.79197], [-1.18878, 0.40214, 0.06756], [-1.02212, 0.40758, 1.81006], [0.90622, 1.59725, 0.36585], [2.48264, 0.63331, 0.63145], [0.67275, 0.82653, 3.06097], [2.47988, 0.94397, 2.85678], [2.26185, 3.27643, 1.95695], [1.48541, 3.04399, 3.55500], [-0.40393, 4.09473, 2.68317], [-0.76867, 2.48214, 2.02573], [-1.88723, 2.88028, 0.24243], [-0.97688, -2.38772, -1.25109], [0.25575, -2.32045, -2.49099], [-0.40111, -0.41936, -3.49235], [-0.68550, 0.52950, -1.99824], [-2.85762, 0.41312, -1.24958], [1.16367, 1.46910, -1.63267], [4.09672, -1.45815, -1.54815], [-2.78247, -0.70326, -5.55353]], "e_tot_ha": -2411.610974, "spin_multiplicity": 1, "gap_ev": 4.9, "total_charge": 2, "homo_ha": -0.584, "largest_force_ha_per_bohr": 0.0914}

***

Entry 4:
{"formula": "C14H22O10S", "method": "ωB97M-V with the def2-TZVPD basis set", "elements": ["C", "C", "O", "S", "O", "O", "O", "H", "H", "H", "H", "O", "C", "O", "C", "C", "C", "H", "H", "H", "H", "H", "H", "O", "C", "O", "C", "C", "C", "H", "H", "H", "H", "H", "H", "O", "C", "O", "C", "C", "C", "H", "H", "H", "H", "H", "H"], "coordinates": [[-1.67656, -2.37723, 2.15262], [-2.05378, -1.04485, 1.35317], [-1.59550, -1.17451, 0.01998], [-0.70732, -2.54464, -0.24082], [0.70663, -2.30786, -0.12057], [-1.16347, -3.20558, -1.45244], [-1.25340, -3.29093, 1.15285], [-2.48369, -2.68855, 2.81574], [-0.91188, -2.08413, 2.87197], [-1.55137, -0.13564, 1.68335], [-3.11002, -0.77591, 1.36358], [-0.50845, 1.17321, 4.60774], [-0.05665, 0.99182, 3.43971], [-0.83316, 0.47922, 2.52763], [-0.31103, 0.73619, 1.21057], [1.09665, 1.13667, 1.35066], [1.34973, 1.26607, 2.87795], [-0.77346, 1.68011, 0.92199], [-0.38873, 0.00005, 0.41047], [1.49025, 2.08532, 0.98563], [1.75914, 0.46290, 0.80729], [1.74990, 2.26272, 3.06409], [2.02396, 0.50935, 3.27906], [-0.82015, -0.53066, -3.59466], [-1.04698, 0.27919, -2.74290], [-1.32676, 1.61915, -3.15185], [-1.88012, 2.24700, -2.06169], [-2.05008, 1.19256, -0.90388], [-1.13543, 0.13510, -1.23197], [-2.85495, 2.61285, -2.38414], [-1.30249, 3.13932, -1.82043], [-3.06991, 0.81668, -0.82173], [-1.73456, 1.63118, 0.04278], [-1.33091, -0.86903, -0.85568], [-0.21027, 0.41441, -0.72783], [0.65883, 1.71372, -1.20352], [1.51412, 0.83853, -1.15572], [2.83792, 1.09287, -1.29464], [3.60276, -0.08456, -1.59872], [2.57881, -1.17936, -1.70311], [1.32673, -0.67330, -1.08243], [4.15666, -0.42892, -0.72538], [4.22076, 0.01609, -2.49093], [3.01539, -2.05458, -1.22197], [2.33381, -1.45038, -2.73006], [1.28139, -0.64264, 0.00619], [0.43745, -0.98923, -1.62784]], "e_tot_ha": -1696.591891, "spin_multiplicity": 1, "gap_ev": 8.4, "e_above_lowest_kcal_mol": 407.3, "homo_ha": -0.304, "largest_force_ha_per_bohr": 0.3749}

***

Entry 5:
{"formula": "C4H9ClN2", "method": "ωB97M-V with the def2-TZVPD basis set", "elements": ["C", "N", "C", "C", "N", "C", "Cl", "H", "H", "H", "H", "H", "H", "H", "H", "H"], "coordinates": [[2.02282, -1.17805, -0.42775], [0.92212, -0.63112, -1.10038], [-0.07846, -0.16998, -0.59420], [-1.20199, 0.37909, -1.46731], [-0.16483, -0.06237, 0.94432], [-0.78524, 1.19245, 1.39260], [-0.53553, -1.55106, 1.85019], [1.77538, -2.13581, 0.02067], [2.24860, -0.59671, 0.54033], [2.89965, -1.24780, -1.03509], [-0.83254, 1.02719, -2.18027], [-1.89594, 0.87613, -0.80789], [-1.67928, -0.41910, -2.03902], [-1.80445, 1.47320, 1.06560], [-0.83765, 1.02245, 2.44056], [-0.05265, 2.02150, 1.39765]], "e_tot_ha": -727.416097, "smiles": "C/N=C(/C)N(C)Cl", "spin_multiplicity": 1, "gap_ev": 9.5, "e_above_lowest_kcal_mol": 44.5, "homo_ha": -0.332, "largest_force_ha_per_bohr": 0.0672}

***

Entry 6:
{"formula": "H4O2P3", "method": "ωB97M-V with the def2-TZVPD basis set", "elements": ["O", "P", "P", "P", "O", "H", "H", "H", "H"], "coordinates": [[-3.03422, -0.13282, 0.53534], [-1.83528, 0.02384, -0.30110], [-0.49627, 1.49957, 0.18445], [1.07932, -0.40414, -0.29273], [0.64166, -1.43976, 0.67200], [-0.75001, 1.32329, 1.63493], [1.90986, -1.15043, -1.04445], [0.36940, -0.16451, -1.51495], [2.11556, 0.44497, 0.12653]], "e_tot_ha": -1176.923173, "smiles": "O=P#[PH][PH3][O-]", "spin_multiplicity": 1, "gap_ev": 7.9, "e_above_lowest_kcal_mol": 62.5, "total_charge": -1, "homo_ha": -0.135, "largest_force_ha_per_bohr": 0.0513}